1.
Here is a cluster of 2 separate species, C3H6NO2S in total from OMol25. Energies are from wB97M-V/def2-TZVPD.

Positions of all 13 atoms, in Å:
C1 0.466 1.533 0.628
C2 -0.537 0.693 0.571
C3 -0.557 -1.202 1.443
N1 -0.613 -1.864 -1.408
O1 -1.211 -3.508 0.434
O2 -2.728 -1.631 -0.044
S1 -1.364 -2.080 0.176
H1 0.414 2.534 0.190
H2 1.397 1.297 1.117
H3 -1.495 0.864 0.115
H4 0.497 -1.481 1.280
H5 0.378 -2.031 -1.287
H6 -0.752 -0.888 -1.631

Force components x, y, z for each atom (eV/Å):
-0.2 0.8 -0.2
-0.1 0.6 -0.6
0.5 -0.9 -2.0
-0.5 0.0 1.7
0.1 0.1 -0.6
0.4 0.3 0.0
-0.6 -1.4 0.8
0.1 0.3 0.1
0.5 -0.3 0.2
-0.4 0.4 -0.1
-0.1 -0.2 1.0
0.2 0.0 -0.1
0.1 0.3 -0.1

The molecular weight comes out at 120.2 g/mol. As for the LUMO energy (alpha / beta): 3.964 / 2.867 eV. The spin multiplicity is 3. The calculation puts the highest occupied orbital energy (alpha / beta) at -0.1 / -4.6 eV. As for the expectation value of S²: 2.01. The energy relative to the best compared isomer or geometry (same formula, charge and spin) comes out at 97.9 kcal/mol. The gap between HOMO and LUMO (alpha / beta) is 4.02 / 7.48 eV. Its charge is -1.

2.
Here is a cluster of 2 separate species, CH2NO4 in total from OMol25. Energies are from wB97M-V/def2-TZVPD.

Positions of all 8 atoms, in Å:
C1 1.608 0.519 -0.030
N1 -2.236 0.001 -0.572
O1 -1.890 0.528 0.233
O2 -2.446 -0.623 -1.443
O3 1.026 -0.654 1.041
O4 1.803 0.360 -1.215
H1 1.196 1.381 0.518
H2 0.937 -1.513 1.469

Force components x, y, z for each atom (eV/Å):
1.9 2.9 -4.4
-6.8 -6.0 -9.4
7.6 10.3 15.3
-0.6 -4.1 -6.0
-1.2 -0.7 0.7
-1.1 -0.8 3.6
-0.1 -0.3 0.0
0.3 -1.2 0.2

The molecular weight comes out at 92.0 g/mol. As for the LUMO energy (alpha / beta): -6.570 / -9.084 eV. The spin multiplicity is 3. The calculation puts the highest occupied orbital energy (alpha / beta) at -10.3 / -16.9 eV. As for the expectation value of S²: 2.01. The energy relative to the best compared isomer or geometry (same formula, charge and spin) comes out at 13.0 kcal/mol. The gap between HOMO and LUMO (alpha / beta) is 3.71 / 7.79 eV. Its charge is +1.

3.
Here is a cluster of 9 separate species, C35H72IN5O25P in total from OMol25. Energies are from wB97M-V/def2-TZVPD.

Positions of all 139 atoms, in Å:
N1 -3.224 0.615 0.777
C1 -2.963 1.896 0.150
N2 -2.859 1.694 -1.292
N3 -2.344 0.547 -1.832
C2 -2.373 0.679 -3.158
P1 -1.847 -0.580 -4.448
O1 -3.078 -1.643 -4.258
I1 -0.224 -1.643 -2.998
N4 -2.879 1.857 -3.501
C3 -3.163 2.476 -2.340
N5 -3.668 3.706 -2.250
H1 -3.853 0.056 0.211
H2 -3.671 0.728 1.678
H3 -2.009 2.294 0.503
H4 -3.759 2.630 0.309
H5 -1.977 -0.199 -1.248
H6 -3.962 -1.256 -4.316
H7 -3.787 4.221 -3.107
H8 -3.882 4.152 -1.377
C4 1.734 4.921 1.056
C5 0.553 5.852 0.898
O2 -0.468 5.601 1.887
C6 -0.216 6.114 3.096
O3 0.753 6.760 3.395
O4 -1.222 5.796 3.903
C7 -1.079 6.276 5.251
H9 1.408 3.880 1.043
H10 2.438 5.075 0.238
H11 2.253 5.110 1.995
H12 0.049 5.691 -0.054
H13 0.856 6.896 0.955
H14 -0.889 7.346 5.256
H15 -0.262 5.756 5.749
H16 -2.022 6.054 5.739
C8 0.675 -0.549 4.225
C9 1.573 -0.038 3.123
O5 2.189 -1.117 2.394
C10 1.430 -1.711 1.485
O6 0.306 -1.393 1.169
O7 2.138 -2.690 0.923
C11 1.412 -3.477 -0.023
H17 1.226 -1.221 4.883
H18 0.305 0.288 4.818
H19 -0.179 -1.087 3.814
H20 2.413 0.523 3.526
H21 1.031 0.600 2.425
H22 0.875 -2.813 -0.696
H23 0.689 -4.117 0.482
H24 2.144 -4.081 -0.548
C12 2.328 13.816 4.698
C13 3.605 13.218 5.244
O8 3.391 11.895 5.777
C14 3.320 10.916 4.875
O9 3.440 11.040 3.683
O10 3.104 9.774 5.522
C15 2.976 8.624 4.673
H25 1.548 13.806 5.461
H26 2.505 14.848 4.396
H27 1.978 13.256 3.832
H28 3.973 13.792 6.092
H29 4.386 13.174 4.487
H30 3.835 8.544 4.011
H31 2.063 8.681 4.089
H32 2.932 7.771 5.343
C16 5.320 11.470 9.054
C17 4.198 12.482 8.980
O11 3.221 12.275 10.018
C18 3.558 12.743 11.217
O12 4.564 13.345 11.491
O13 2.571 12.459 12.068
C19 2.803 12.898 13.411
H33 4.915 10.458 9.036
H34 5.984 11.594 8.198
H35 5.903 11.599 9.965
H36 3.647 12.367 8.051
H37 4.579 13.502 9.043
H38 3.052 13.957 13.432
H39 3.612 12.327 13.862
H40 1.873 12.716 13.940
C20 2.159 -4.288 -6.585
C21 2.312 -4.036 -5.102
O14 2.727 -5.221 -4.403
C22 4.033 -5.506 -4.491
O15 4.862 -4.833 -5.045
O16 4.250 -6.643 -3.839
C23 5.611 -7.098 -3.864
H41 1.483 -5.128 -6.752
H42 1.756 -3.410 -7.090
H43 3.121 -4.526 -7.035
H44 1.360 -3.789 -4.636
H45 3.020 -3.230 -4.906
H46 6.282 -6.313 -3.524
H47 5.885 -7.403 -4.872
H48 5.642 -7.948 -3.191
C24 -5.693 -5.137 -2.990
C25 -4.510 -4.805 -3.873
O17 -4.358 -5.748 -4.943
C26 -5.165 -5.547 -5.989
O18 -5.928 -4.622 -6.118
O19 -4.949 -6.511 -6.872
C27 -5.755 -6.438 -8.056
H49 -5.611 -6.157 -2.615
H50 -5.725 -4.457 -2.137
H51 -6.627 -5.045 -3.542
H52 -3.577 -4.868 -3.316
H53 -4.592 -3.804 -4.294
H54 -5.669 -5.458 -8.518
H55 -6.798 -6.638 -7.815
H56 -5.367 -7.207 -8.716
C28 1.524 -8.102 -6.508
C29 0.055 -7.843 -6.262
O20 -0.775 -8.550 -7.201
C30 -0.999 -9.829 -6.894
O21 -0.644 -10.377 -5.882
O22 -1.709 -10.381 -7.873
C31 -2.016 -11.768 -7.677
H57 1.782 -7.860 -7.540
H58 2.125 -7.482 -5.841
H59 1.778 -9.146 -6.331
H60 -0.191 -6.794 -6.423
H61 -0.234 -8.113 -5.247
H62 -2.488 -11.922 -6.710
H63 -1.109 -12.367 -7.739
H64 -2.696 -12.029 -8.481
C32 -2.603 -9.610 -3.453
C33 -3.363 -8.648 -2.568
O23 -3.737 -9.246 -1.312
C34 -2.775 -9.285 -0.393
O24 -1.672 -8.809 -0.496
O25 -3.253 -9.905 0.685
C35 -2.318 -10.041 1.760
H65 -3.180 -10.523 -3.603
H66 -2.421 -9.152 -4.423
H67 -1.641 -9.877 -3.018
H68 -4.310 -8.364 -3.023
H69 -2.786 -7.743 -2.372
H70 -1.888 -9.076 2.020
H71 -1.522 -10.730 1.484
H72 -2.889 -10.440 2.592

Force components x, y, z for each atom (eV/Å):
0.0 -0.2 -0.4
0.0 -0.1 0.2
-0.1 -0.2 -0.2
0.0 0.0 0.0
0.0 0.1 0.2
-0.2 0.1 0.0
0.1 0.1 0.2
0.2 -0.2 0.0
0.0 0.0 0.0
-0.1 0.1 0.1
0.0 0.0 -0.1
-0.2 0.1 0.1
0.2 0.0 0.1
-0.1 0.1 0.1
0.1 0.1 -0.1
0.1 0.1 0.0
0.0 0.0 -0.2
-0.1 0.0 0.0
0.1 0.0 0.0
0.0 0.0 0.1
0.0 0.1 -0.1
0.0 -0.1 0.0
0.0 0.0 0.0
0.0 -0.1 0.0
0.0 0.0 0.0
0.0 0.0 0.0
0.0 0.0 0.0
0.0 0.0 0.0
0.0 0.0 0.0
0.0 0.0 0.0
0.0 0.0 0.0
0.0 0.0 0.0
0.0 0.0 0.0
0.0 0.0 0.0
0.0 -0.1 0.0
0.0 0.1 0.0
-0.1 -0.1 0.1
0.2 0.1 -0.3
-0.1 0.0 0.1
-0.1 0.0 0.2
0.0 0.0 0.0
0.0 0.0 0.0
0.0 0.0 0.0
0.0 0.0 0.0
0.0 0.0 0.0
0.0 0.0 0.0
0.0 -0.1 -0.1
0.0 0.0 0.0
0.0 0.0 0.0
-0.1 -0.1 0.0
0.1 0.1 0.0
0.0 0.0 -0.1
0.0 0.0 0.0
0.0 0.0 0.0
0.0 0.0 0.0
0.1 0.0 0.0
0.0 0.0 0.0
0.0 0.0 0.0
0.0 0.0 0.0
0.0 0.0 0.0
0.0 0.0 0.0
0.0 0.0 0.0
0.0 0.0 0.0
0.0 0.0 0.0
0.0 0.0 0.1
0.1 0.1 -0.2
0.0 0.0 0.0
-0.1 0.2 0.0
0.0 -0.1 0.0
0.0 0.0 0.0
0.0 0.0 0.0
0.0 0.0 -0.1
0.0 0.0 0.0
0.0 0.0 0.0
-0.1 0.0 0.1
0.0 0.0 0.1
0.0 0.0 0.0
0.0 0.0 0.0
0.0 0.0 0.0
0.0 -0.2 0.0
-0.1 0.1 0.0
0.1 -0.1 0.0
0.0 0.1 0.1
0.0 0.0 0.0
0.0 0.0 0.0
0.0 0.0 0.0
0.0 0.0 0.0
0.0 0.0 0.1
0.0 0.0 0.0
0.0 0.0 -0.1
0.0 0.0 0.0
0.0 0.0 0.0
0.0 0.0 0.0
0.0 0.0 0.0
0.0 -0.1 -0.1
0.1 0.1 0.2
-0.1 -0.1 0.0
0.1 0.2 -0.1
0.0 -0.1 0.0
0.0 -0.1 0.0
0.0 0.0 0.0
0.0 0.0 0.1
0.0 0.0 0.0
0.0 0.0 0.0
0.0 -0.1 0.0
0.0 0.0 0.0
0.0 0.0 0.0
0.0 0.0 0.0
0.0 0.0 0.0
0.0 -0.1 -0.2
0.0 0.2 0.1
0.0 -0.1 0.0
-0.1 0.1 0.1
0.1 -0.2 -0.1
0.0 0.0 0.0
0.0 0.0 0.0
0.0 0.0 0.0
0.0 0.0 0.0
0.0 0.0 0.1
0.0 0.0 0.0
0.0 -0.1 0.0
0.0 0.0 0.0
0.0 0.0 0.0
0.0 0.0 0.0
-0.1 0.0 0.1
0.0 0.1 -0.2
0.1 -0.1 0.0
-0.1 0.2 0.1
0.0 -0.1 0.0
0.0 0.0 0.0
0.0 0.0 0.0
0.0 0.0 0.0
0.0 0.0 0.0
0.0 0.0 0.0
0.0 0.0 0.0
0.0 0.0 0.0
0.0 0.0 0.0
0.0 0.0 0.0
0.0 0.0 0.0

The molecular weight comes out at 1120.8 g/mol. As for the LUMO energy: -3.531 eV. The spin multiplicity is 1. The calculation puts the highest occupied orbital energy at -11.6 eV. The energy relative to the best compared isomer or geometry (same formula, charge and spin) comes out at 0.0 kcal/mol. The gap between HOMO and LUMO is 8.02 eV. Its charge is +1.

4.
Here is a cluster of 11 separate species, C57H58N8O19 in total from OMol25. Energies are from wB97M-V/def2-TZVPD.

Positions of all 142 atoms, in Å:
O1 5.538 1.550 -11.058
N1 4.902 1.991 -10.131
O2 3.805 1.462 -9.864
C1 5.339 3.200 -9.454
C2 4.884 3.461 -8.157
C3 5.226 4.672 -7.554
C4 6.084 5.555 -8.124
C5 6.647 5.268 -9.345
C6 6.288 4.059 -10.012
H1 4.253 2.804 -7.577
H2 4.812 4.877 -6.577
H3 6.332 6.398 -7.496
H4 7.343 5.916 -9.857
H5 6.786 3.691 -10.897
O3 3.069 1.786 -1.579
N2 2.380 2.325 -0.745
O4 2.426 3.528 -0.452
C7 1.378 1.525 0.019
C8 1.567 0.141 0.206
C9 0.550 -0.576 0.862
C10 -0.561 0.100 1.335
C11 -0.770 1.438 1.101
C12 0.196 2.150 0.457
H6 2.467 -0.294 -0.205
H7 0.679 -1.632 1.050
H8 -1.323 -0.499 1.812
H9 -1.622 2.059 1.335
H10 0.041 3.207 0.304
O5 -4.431 -10.225 2.183
N3 -4.550 -9.071 2.495
O6 -4.905 -8.711 3.583
C13 -4.262 -8.098 1.393
C14 -3.728 -8.623 0.204
C15 -3.340 -7.766 -0.801
C16 -3.549 -6.420 -0.668
C17 -4.147 -5.880 0.455
C18 -4.483 -6.704 1.554
H11 -3.474 -9.669 0.112
H12 -2.881 -8.165 -1.694
H13 -3.187 -5.746 -1.430
H14 -4.418 -4.836 0.512
H15 -4.914 -6.356 2.482
O7 -7.395 0.460 4.173
N4 -8.596 0.675 4.147
O8 -9.330 -0.271 3.868
C19 -9.149 2.031 4.465
C20 -8.286 3.070 4.690
C21 -8.798 4.378 4.917
C22 -10.174 4.572 4.871
C23 -11.055 3.535 4.582
C24 -10.515 2.250 4.425
H16 -7.206 3.044 4.715
H17 -8.048 5.119 5.152
H18 -10.478 5.608 4.867
H19 -12.109 3.719 4.431
H20 -11.222 1.463 4.204
O9 -1.714 5.732 -4.163
N5 -2.891 5.438 -4.007
O10 -3.544 4.752 -4.804
C25 -3.503 5.910 -2.724
C26 -2.947 6.849 -1.885
C27 -3.716 7.288 -0.799
C28 -4.954 6.796 -0.496
C29 -5.455 5.777 -1.242
C30 -4.728 5.331 -2.385
H21 -1.968 7.253 -2.101
H22 -3.316 8.114 -0.228
H23 -5.543 7.176 0.324
H24 -6.406 5.351 -0.956
H25 -5.215 4.570 -2.978
O11 -7.607 -1.412 -4.320
N6 -6.619 -0.961 -3.826
O12 -6.559 -0.368 -2.756
C31 -5.314 -1.115 -4.547
C32 -5.272 -1.603 -5.845
C33 -4.103 -1.726 -6.571
C34 -2.944 -1.280 -5.947
C35 -2.903 -0.874 -4.637
C36 -4.099 -0.731 -3.941
H26 -6.140 -1.872 -6.429
H27 -4.075 -2.077 -7.592
H28 -2.026 -1.316 -6.514
H29 -1.996 -0.696 -4.078
H30 -4.139 -0.282 -2.960
O13 -0.439 8.632 4.636
N7 -0.987 7.625 5.004
O14 -2.157 7.523 5.348
C37 -0.096 6.437 5.110
C38 1.152 6.376 4.452
C39 1.977 5.255 4.607
C40 1.588 4.257 5.469
C41 0.333 4.245 6.047
C42 -0.528 5.323 5.866
H31 1.528 7.128 3.774
H32 2.922 5.293 4.086
H33 2.198 3.367 5.523
H34 0.104 3.350 6.606
H35 -1.532 5.390 6.258
O15 2.385 -6.545 -0.847
N8 3.485 -6.944 -0.553
O16 4.353 -7.204 -1.411
C43 3.734 -7.169 0.884
C44 5.002 -7.446 1.353
C45 5.254 -7.675 2.673
C46 4.215 -7.850 3.561
C47 2.923 -7.656 3.163
C48 2.669 -7.224 1.867
H36 5.898 -7.479 0.752
H37 6.254 -7.925 2.995
H38 4.387 -8.237 4.555
H39 2.087 -7.609 3.846
H40 1.645 -7.055 1.566
C49 9.236 4.158 -0.589
C50 9.776 2.785 -0.380
C51 8.873 1.800 0.343
O17 10.803 2.366 -0.848
H41 9.355 4.357 -1.654
H42 9.914 4.878 -0.130
H43 8.225 4.266 -0.196
H44 9.154 0.764 0.158
H45 7.855 1.749 -0.044
H46 8.854 1.984 1.417
C52 -2.874 -4.963 8.256
C53 -1.496 -4.615 7.893
C54 -0.410 -4.939 8.919
O18 -1.298 -4.038 6.822
H47 -2.999 -5.846 8.882
H48 -3.481 -5.096 7.361
H49 -3.272 -4.147 8.860
H50 0.555 -4.583 8.558
H51 -0.322 -6.021 9.015
H52 -0.730 -4.539 9.881
C55 9.509 -3.332 -2.834
C56 7.997 -3.096 -2.951
C57 7.423 -2.622 -4.317
O19 7.251 -3.338 -1.987
H53 9.911 -2.814 -3.705
H54 9.773 -4.370 -3.036
H55 9.916 -2.950 -1.898
H56 7.600 -1.554 -4.446
H57 6.339 -2.733 -4.307
H58 7.818 -3.261 -5.108

Force components x, y, z for each atom (eV/Å):
1.4 0.5 -0.2
-2.4 -1.7 -1.2
1.3 1.4 1.0
0.5 0.8 1.7
-0.4 0.6 -0.2
-0.9 -1.7 0.5
0.5 0.7 0.1
-0.2 -1.5 -1.4
0.0 0.2 0.5
-0.2 -0.3 -0.5
0.0 0.0 0.1
0.2 0.4 -0.5
0.1 0.1 0.2
-0.1 0.5 -0.3
-0.1 -0.2 0.2
-0.5 1.2 1.0
0.0 -1.3 -0.5
-0.7 -0.9 0.0
-0.6 1.2 -0.3
1.2 0.8 -0.2
-0.8 -1.1 0.0
0.1 0.6 -0.1
1.8 0.6 -0.8
0.0 -0.3 0.1
-0.1 0.0 0.0
-0.1 0.1 0.2
-0.5 -0.7 0.5
0.2 0.0 -0.2
0.2 -1.2 -0.2
0.0 0.3 -1.1
-0.1 1.1 0.7
0.2 1.1 -0.3
0.2 -0.1 1.0
-0.1 -0.4 -0.1
0.1 1.1 -0.1
-0.7 -0.6 1.4
0.3 -1.5 -1.1
-0.4 -0.1 0.2
0.1 0.0 0.0
-0.2 0.0 -0.2
0.3 0.1 0.0
0.0 0.2 -0.1
0.2 1.7 0.4
0.4 -2.4 -0.3
-1.1 1.6 0.3
0.0 -0.5 -0.4
0.3 2.1 0.6
0.0 -2.3 0.0
0.6 0.9 -0.7
1.3 -0.5 0.1
-1.2 0.3 -0.2
0.0 -0.9 -0.1
-0.4 0.4 -0.1
-0.5 0.0 0.4
0.0 -0.1 0.2
0.3 -0.3 0.0
-0.7 0.0 0.0
0.6 -0.6 -0.4
0.6 1.2 1.4
-1.7 -1.3 -0.2
-0.1 0.3 0.1
1.6 0.9 -0.5
-0.2 0.1 0.6
0.6 -1.0 -1.7
-1.2 0.3 1.0
0.0 0.1 0.0
0.1 0.0 0.2
0.2 0.2 0.1
0.0 -0.2 -0.3
0.4 0.0 -0.3
-0.8 -0.4 -0.5
1.9 0.7 0.7
-0.2 -0.3 -0.4
1.2 0.2 -0.3
-1.1 -0.5 -0.9
0.6 1.1 1.2
0.9 -0.9 -1.0
-0.9 0.2 0.9
-1.3 -0.1 0.0
-0.6 0.0 0.6
-0.2 0.0 0.0
0.2 0.0 0.0
0.2 0.3 -0.4
0.1 -0.2 0.1
-0.2 0.7 -0.3
0.2 -0.9 0.5
0.7 0.0 -0.3
0.7 -1.6 0.0
-0.4 0.0 0.1
-0.6 1.4 0.3
0.2 -0.8 -0.8
0.0 0.3 0.0
0.2 1.0 -0.4
-0.4 0.4 0.2
0.1 -0.4 0.0
0.2 0.0 0.4
-0.5 0.2 0.2
0.0 -0.3 0.2
-0.5 0.3 0.1
0.9 -0.5 -1.3
-0.9 0.3 2.1
-0.9 -0.6 2.0
1.0 0.6 -1.2
-0.1 -1.1 1.1
0.4 -0.5 0.8
-0.8 1.5 -1.0
0.8 -0.3 -2.0
-0.4 0.2 -0.7
0.1 0.2 -0.1
0.2 0.3 0.2
0.0 -0.5 0.2
0.0 0.2 -0.2
0.7 0.4 0.0
-1.0 -1.7 0.0
-0.4 -0.8 -0.1
0.7 0.6 -0.2
-0.5 0.1 -0.1
-0.1 0.1 0.3
0.1 0.1 -0.3
0.8 0.1 0.2
-0.3 0.9 0.1
-0.1 0.1 0.0
-1.3 -0.6 0.4
1.0 0.8 -1.5
-0.2 0.0 -1.0
0.3 -0.9 1.6
0.3 -0.1 0.0
0.0 0.2 0.1
-0.1 0.2 -0.1
-0.1 0.3 0.3
-0.2 -0.1 0.1
0.3 0.1 0.1
-0.7 0.7 -1.3
-1.6 -1.0 1.8
-0.2 -0.5 1.3
1.5 0.8 -2.1
0.6 0.3 0.2
-0.3 -0.2 0.5
-0.1 -0.2 -0.1
0.5 -0.1 -0.3
0.1 -0.2 0.2
0.2 0.4 -0.2

The molecular weight comes out at 1159.1 g/mol. As for the LUMO energy: -0.612 eV. The spin multiplicity is 1. The calculation puts the highest occupied orbital energy at -9.5 eV. The gap between HOMO and LUMO is 8.90 eV. As for the SMILES: O=[N+]([O-])c1ccccc1.O=[N+]([O-])c1ccccc1.O=[N+]([O-])c1ccccc1.O=[N+]([O-])c1ccccc1.O=[N+]([O-])c1ccccc1.O=[N+]([O-])c1ccccc1.O=[N+]([O-])c1ccccc1.O=[N+]([O-])c1ccccc1.CC(C)=O.CC(C)=O.CC(C)=O.

- Which formula does entry 4 have?
  C57H58N8O19